Molecular formula: C12H48O12
Method: DFT, ωB97M-V/def2-TZVPD

```
72
Properties=species:S:1:pos:R:3
C -1.94742 4.55980 -0.10630
O -1.99311 3.20090 -0.50068
H -2.59336 5.28420 -0.60237
H -2.21952 4.71685 0.93743
H -0.90554 4.83794 -0.26516
H -1.49377 2.70761 0.15423
C 2.99516 2.80767 1.25689
O 3.89368 2.23069 2.17191
H 3.10284 3.89088 1.20071
H 3.23604 2.43386 0.26173
H 1.95214 2.58632 1.48321
H 3.80607 1.27477 2.16078
C -0.02510 1.63570 3.57292
O -0.81272 2.03860 2.43562
H -0.23995 0.58466 3.76592
H 1.05509 1.77347 3.52467
H -0.42019 2.14162 4.45385
H -0.42169 1.54001 1.71444
C 0.84791 -3.79879 -1.72011
O 1.80300 -3.98693 -0.72107
H -0.12396 -3.59967 -1.26856
H 1.14942 -2.99087 -2.38678
H 0.69928 -4.73652 -2.25553
H 1.69085 -4.84175 -0.29880
C -2.20336 -1.73897 3.46568
O -1.20093 -2.39920 2.70293
H -1.99231 -0.68138 3.62396
H -3.10210 -1.78280 2.85049
H -2.28751 -2.26367 4.41737
H -0.44149 -2.61246 3.25007
C -4.23580 -2.17310 -0.15659
O -3.66268 -3.17687 -0.98752
H -4.81933 -1.52309 -0.80858
H -4.92638 -2.73716 0.47034
H -3.47605 -1.66196 0.43468
H -3.11816 -3.78792 -0.48582
C -0.61133 -0.21747 0.06983
O 0.19884 0.95585 -0.00407
H -1.38529 -0.25509 0.83643
H -1.05756 -0.17118 -0.92356
H 0.03096 -1.09642 0.01497
H 0.82141 0.87297 -0.73011
C 0.90414 3.55510 -2.51809
O 2.29707 3.86523 -2.44033
H 0.71888 2.48470 -2.42848
H 0.41258 4.17883 -1.77146
H 0.54601 3.85487 -3.50297
H 2.78777 3.10367 -2.75793
O 2.76667 -1.42178 -0.31233
H 2.47832 -2.31999 -0.47450
H 2.42256 -0.92190 -1.05256
O 1.76153 0.00253 -2.48465
H 2.35834 0.57065 -2.97178
H 1.06214 -0.19989 -3.10601
C 1.79831 -3.24295 2.44486
C 1.66599 -2.33086 3.72901
O 0.67276 -2.87577 4.59718
H 1.38183 -4.24750 2.51922
H 2.84214 -3.28128 2.13336
H 1.18959 -2.87572 1.61861
H 1.47766 -1.27881 3.51490
H 2.62113 -2.27457 4.25115
H 0.57695 -2.30576 5.36368
C -0.92497 1.68845 -5.20449
C -1.36631 0.69714 -4.17107
O -0.59407 -0.47277 -4.17100
H 0.14125 1.88108 -5.08544
H -1.43643 2.64665 -5.11316
H -1.24469 1.42394 -6.21242
H -2.35671 0.34890 -4.46422
H -1.46799 1.11683 -3.17025
H -1.05849 -1.21014 -3.76827
```

Energy above the lowest of the compared OMol25 structures with the same formula, charge and spin = 456.0 kJ/mol
Gap between HOMO and LUMO = 10.15 eV
HOMO energy = -0.36468 Ha

Here are the Mulliken charges for atoms 1 to 6, given in e: C -0.663; O -0.469; H 0.280; H 0.252; H 0.210; H 0.303


Molecular formula: C12H4F6O3
Method: DFT, ωB97M-V/def2-TZVPD

```
25
Properties=species:S:1:pos:R:3
O -4.00109 2.53326 0.19442
C -2.73745 2.84986 -0.10883
O -2.14349 3.60068 -1.22609
C -0.79831 3.01119 -1.53064
O -0.19190 2.98098 -2.72503
C -0.38119 2.41002 -0.06349
C 1.10182 1.88603 0.50541
F 2.19249 2.11613 -0.50031
F 1.45596 2.56114 1.80690
C 0.90106 0.23972 0.72184
C 0.68923 -0.46236 2.18814
C 0.45135 -2.11036 2.23842
C 0.42864 -2.99356 0.82035
C 0.65408 -2.26302 -0.65978
C 0.62238 -3.05556 -2.09501
F 0.76357 -2.12618 -3.25473
F -0.65894 -3.83278 -2.26469
F 1.72612 -4.07375 -2.07101
C 0.89046 -0.64047 -0.69538
C -1.53384 2.28382 0.88183
F -1.62193 1.78491 2.27415
H 0.68726 0.18368 3.16495
H 0.25973 -2.65326 3.26786
H 0.22487 -4.14956 0.86529
H 1.01913 -0.08057 -1.73455
```

Gap between HOMO and LUMO = 7.21 eV
HOMO energy = -0.35680 Ha

Here are the Mulliken charges for atoms 1 to 6, given in e: O -0.460; C 0.507; O -0.231; C 0.335; O -0.468; C 0.054